1.
The following is a DFT calculation (ωB97M-V with the def2-TZVPD basis set) of the ion C4H2N2O2S2 with charge -2 at a distorted geometry.

net charge	-2
total energy	-1209.9297	hartree
SMILES	O=C([O-])c1cc(=S)[nH]n1[S-]
Kohn-Sham gap (spin up / spin down)	4.7441 / 4.7367	eV

XYZ file:
```
12
Properties=species:S:1:pos:R:3:forces:R:3:mulliken_charge:R:1
C 0.560 0.775 0.679 -0.5 -0.3 0.8 -0.454
C -0.726 0.273 0.438 5.7 -4.4 -2.0 0.056
C 1.658 -0.023 0.171 -3.7 0.1 0.2 0.121
C -1.931 0.998 0.096 -2.1 1.3 0.3 0.490
N 1.079 -1.061 -0.432 -2.0 -1.6 -0.6 -0.021
N -0.302 -1.210 -0.307 0.5 6.0 2.4 -0.072
O -2.138 2.079 0.736 0.3 -0.8 -0.2 -0.764
O -2.561 0.507 -0.844 -0.7 0.2 -0.4 -0.635
S -1.132 -2.407 -1.082 -0.4 -1.1 -0.7 -0.635
S 3.268 0.195 0.298 3.0 0.5 0.1 -0.627
H 0.776 1.642 1.327 -0.3 -0.4 -0.8 0.343
H 1.451 -1.768 -1.081 0.2 0.5 0.9 0.197
```
Forces are in eV/Å.



2.
The following is a DFT calculation (ωB97M-V with the def2-TZVPD basis set) of a structure of composition C36H28I2N6NaO2S2Sb at a distorted geometry.

net charge	-2
total energy	-3662.1125	hartree
Kohn-Sham gap	4.6810	eV

XYZ file:
```
78
Properties=species:S:1:pos:R:3:forces:R:3:mulliken_charge:R:1
Na -0.066 -0.120 -1.463 0.3 0.7 0.7 0.844
C -2.870 -1.085 -3.051 0.0 0.2 0.0 -1.013
C -3.227 0.059 -2.155 -0.4 0.2 0.1 0.770
C -3.823 1.211 -2.661 -0.1 0.2 0.1 -0.744
C -4.195 2.224 -1.790 -0.1 -0.2 -0.1 -0.495
C -3.980 2.054 -0.434 0.0 0.0 0.1 -0.679
C -3.336 0.897 -0.011 -0.1 -0.2 0.2 0.088
N -2.981 -0.072 -0.846 0.1 -0.1 -0.2 0.138
Sb -3.286 0.494 2.120 -0.2 0.0 -0.1 0.592
C -2.492 -1.503 2.265 -0.1 -0.1 0.0 0.030
C -2.502 -2.094 3.526 0.0 0.1 0.0 -0.662
C -2.039 -3.392 3.652 0.0 -0.1 -0.1 -0.520
C -1.596 -4.059 2.522 0.0 0.1 0.1 -0.620
C -1.619 -3.396 1.296 -0.1 -0.1 0.1 0.548
C -1.149 -4.073 0.040 0.0 0.1 0.1 -1.093
N -2.072 -2.148 1.184 0.2 0.0 -0.1 0.184
C -1.528 1.416 2.951 -0.1 -0.1 -0.1 0.125
C -1.615 2.705 3.458 0.1 0.1 -0.1 -0.656
C -0.524 3.213 4.142 0.0 0.0 0.1 -0.526
C 0.601 2.422 4.291 0.0 0.1 -0.1 -0.578
C 0.610 1.147 3.732 -0.2 0.0 0.2 0.533
C 1.820 0.273 3.825 0.1 0.0 -0.2 -1.344
N -0.458 0.645 3.104 0.3 0.1 0.0 0.176
H -3.570 -1.174 -3.883 0.0 0.0 0.0 0.452
H -1.872 -0.934 -3.463 0.0 -0.1 -0.1 0.064
H -2.848 -2.009 -2.477 0.0 0.0 0.0 0.146
H -4.009 1.301 -3.724 0.0 0.0 0.0 0.405
H -4.681 3.116 -2.168 0.1 0.0 0.0 0.372
H -4.296 2.796 0.288 0.0 0.1 0.0 0.368
H -2.857 -1.536 4.384 0.0 0.0 0.0 0.367
H -2.029 -3.892 4.615 0.0 0.1 0.0 0.387
H -1.244 -5.081 2.589 0.1 0.0 -0.1 0.420
H -1.794 -4.915 -0.220 0.0 0.0 0.0 0.479
H -1.140 -3.347 -0.769 0.0 -0.1 -0.1 -0.114
H -0.137 -4.457 0.176 0.0 -0.1 0.0 0.277
H -2.509 3.296 3.303 0.0 0.0 0.0 0.398
H -0.550 4.207 4.572 0.0 0.0 -0.1 0.405
H 1.466 2.796 4.822 0.1 0.0 0.0 0.376
H 2.420 0.503 4.706 0.0 0.0 0.0 0.457
H 1.522 -0.774 3.845 0.0 0.0 0.0 0.292
H 2.434 0.440 2.932 0.0 -0.1 0.1 0.200
I -0.581 -3.165 -5.558 0.2 -0.1 0.1 -0.080
C 0.728 -3.621 -3.974 -0.4 0.3 -0.2 -0.630
C 1.523 -4.754 -4.049 0.2 -0.1 0.2 -0.448
C 2.345 -5.087 -3.000 0.2 -0.5 -0.4 -0.271
I 3.544 -6.830 -3.220 -0.2 0.3 0.1 -0.062
C 2.370 -4.320 -1.819 -0.1 0.3 0.2 0.886
C 3.135 -4.619 -0.671 0.0 0.1 0.0 -0.830
C 3.040 -3.822 0.437 0.0 -0.1 -0.1 -0.634
C 2.164 -2.724 0.410 0.0 0.1 0.0 -0.725
N 1.452 -2.408 -0.641 0.0 0.2 0.1 0.424
C 1.542 -3.160 -1.751 0.3 -0.4 0.0 -0.045
C 0.698 -2.740 -2.869 -0.1 0.0 -0.2 0.444
O -0.003 -1.702 -2.806 0.2 -0.8 -0.4 -0.568
H 1.487 -5.381 -4.930 0.0 0.0 0.0 0.306
H 3.795 -5.476 -0.690 0.0 0.0 0.0 0.158
H 3.621 -4.030 1.326 0.0 0.0 0.0 0.407
H 2.045 -2.083 1.274 0.0 0.1 0.1 0.614
S -0.692 2.550 -0.758 -0.3 -0.1 0.0 -0.012
C 0.722 3.375 -0.227 0.0 -0.1 0.0 -0.300
C 0.566 4.661 0.303 0.2 0.2 0.1 -0.926
C 1.630 5.412 0.795 0.1 -0.6 -0.2 0.534
C 1.397 6.704 1.328 -0.2 0.5 0.3 -0.086
N 1.177 7.741 1.784 0.0 0.0 -0.1 -0.668
C 2.922 4.845 0.786 -0.4 -0.2 -0.2 0.642
C 3.096 3.574 0.243 0.0 0.3 0.1 -0.912
C 2.042 2.823 -0.287 0.1 0.2 0.0 0.390
S 2.424 1.291 -0.983 0.1 -0.5 0.1 -0.466
C 4.029 5.552 1.320 0.4 0.2 0.2 -0.045
N 4.939 6.106 1.761 0.0 0.0 0.0 -0.656
H -0.433 5.077 0.334 0.0 0.0 0.0 0.434
H 4.090 3.147 0.211 0.0 0.0 0.0 0.424
C 1.091 2.952 -4.048 0.1 0.0 0.0 -0.416
O 1.316 1.565 -3.928 0.0 0.0 -0.1 -0.435
H 0.462 3.113 -4.927 0.0 0.0 0.0 0.250
H 2.035 3.501 -4.185 -0.1 0.0 0.0 0.238
H 0.578 3.355 -3.169 0.0 0.0 0.0 0.060
H 1.728 1.427 -3.047 -0.1 0.0 0.0 0.155
```
Forces are in eV/Å.



3.
The following is a DFT calculation (ωB97M-V with the def2-TZVPD basis set) of the ion H2NO2S with charge -1 at a distorted geometry.

net charge	-1
total energy	-604.4925	hartree
Kohn-Sham gap (spin up / spin down)	6.3034 / 6.2219	eV

XYZ file:
```
6
Properties=species:S:1:pos:R:3:forces:R:3:mulliken_charge:R:1
N 1.619 -0.126 -0.233 0.8 0.0 2.7 -0.427
O 0.654 -0.979 -0.065 0.8 0.1 -1.2 -0.306
O -1.660 0.903 -0.464 0.2 -0.3 -0.2 -0.622
S -1.251 -0.328 0.339 -1.2 0.9 0.4 0.131
H 1.710 0.268 -1.150 -0.9 -0.2 -1.6 0.120
H -1.073 0.261 1.574 0.3 -0.4 0.0 0.104
```
Forces are in eV/Å.



4.
The following is a DFT calculation (ωB97M-V with the def2-TZVPD basis set) of the ion C10H15N2O3 with charge +1 at a distorted geometry.

net charge	+1
total energy	-724.8388	hartree
SMILES	C[N+](=O)n1ccc(C(=O)OC(C)(C)C)c1
Kohn-Sham gap	6.6449	eV

XYZ file:
```
30
Properties=species:S:1:pos:R:3:forces:R:3:mulliken_charge:R:1
C 1.624 0.498 0.255 -0.1 2.0 -0.9 -0.341
C 2.720 -0.051 0.829 -0.1 2.1 -0.3 -0.559
C 0.992 -1.380 1.375 -2.6 0.3 0.4 -0.158
C 0.512 -0.290 0.664 -0.6 -3.0 0.8 0.337
C -0.976 -0.203 0.316 1.5 0.3 0.7 0.248
C -3.597 1.229 -0.742 3.8 3.7 -0.6 -1.523
C -1.917 1.992 -2.465 1.6 -2.0 0.5 -1.654
C -2.503 -0.430 -2.322 0.5 0.3 -0.9 -1.430
C 4.427 -1.223 2.843 3.1 0.4 1.2 -0.653
C -2.279 0.856 -1.496 -1.7 -0.8 -1.3 1.354
N 2.298 -1.170 1.610 4.7 1.3 0.4 0.349
N 3.184 -1.736 2.474 -4.9 -5.6 1.0 0.446
O -1.827 -0.806 0.886 -0.5 -0.7 0.2 -0.520
O 2.874 -2.844 3.021 0.5 3.9 -2.0 -0.395
O -1.047 0.674 -0.629 -1.5 1.4 -2.1 -0.235
H 1.476 1.478 -0.379 0.8 -2.3 1.4 0.366
H 3.669 0.460 0.869 0.2 -0.7 0.1 0.358
H 0.487 -2.209 1.825 -0.3 -0.1 0.1 0.488
H -3.756 0.662 0.080 -0.7 -2.0 2.4 0.471
H -3.384 2.302 -0.386 -0.7 -1.4 -0.2 0.321
H -4.416 1.263 -1.398 -0.9 -0.1 -1.0 0.428
H -2.000 2.884 -1.897 0.4 1.2 -0.2 0.362
H -2.393 1.990 -3.415 -1.7 0.1 -0.3 0.450
H -0.941 1.709 -2.901 0.4 0.8 0.9 0.412
H -3.533 -0.509 -2.688 0.0 -0.1 0.7 0.344
H -1.966 -0.370 -3.279 0.4 0.0 0.3 0.404
H -2.167 -1.341 -1.847 -0.3 -0.2 0.3 0.359
H 4.713 -1.465 3.932 -1.2 0.6 -1.5 0.318
H 4.517 -0.205 2.556 0.1 0.9 0.3 0.286
H 5.209 -1.766 2.309 -0.2 -0.2 -0.4 0.364
```
Forces are in eV/Å.



5.
The following is a DFT calculation (ωB97M-V with the def2-TZVPD basis set) of a structure of composition C29H28BClF6O2S at a distorted geometry.

net charge	0
total energy	-2754.7118	hartree
Kohn-Sham gap	6.1143	eV

XYZ file:
```
68
Properties=species:S:1:pos:R:3:forces:R:3:mulliken_charge:R:1
C -4.274 3.857 -0.967 -0.4 0.4 0.1 -1.283
C -3.071 3.101 -1.362 0.7 -1.5 -0.2 0.724
C -2.866 2.240 -2.435 0.2 0.6 0.6 -0.761
C -1.513 1.752 -2.451 0.1 -0.1 0.9 -0.536
C -0.788 2.055 -1.299 -3.2 -0.4 -0.1 0.957
B -0.835 -1.893 1.355 -0.8 1.5 -3.2 0.511
C 0.492 1.714 -0.841 2.0 -0.8 0.4 0.060
C 1.019 2.304 0.351 -0.7 0.4 -1.6 -1.319
C 2.253 2.892 0.231 0.2 -0.2 0.3 0.171
C 2.695 3.820 1.348 0.9 0.2 0.8 0.459
F 3.061 5.057 0.907 -0.3 -1.0 0.1 -0.274
F 1.750 4.031 2.323 0.7 -0.4 -1.1 -0.288
F 3.788 3.286 1.989 -0.8 0.6 -0.4 -0.199
C 3.049 2.640 -0.901 0.3 -0.2 0.1 -0.216
C 2.608 1.696 -1.831 0.6 -0.6 -0.2 0.344
C 3.378 1.268 -3.062 0.9 -0.4 -0.2 0.687
F 3.261 -0.099 -3.274 0.2 1.5 0.1 -0.246
F 2.929 1.860 -4.215 0.4 -0.5 1.1 -0.282
F 4.703 1.546 -2.951 -0.8 -0.2 -0.3 -0.275
C 1.378 1.082 -1.737 -0.9 1.5 0.4 -1.341
O -1.459 -0.735 1.767 -0.9 0.2 1.3 -0.635
C -2.898 -0.736 1.717 0.3 -0.3 -0.1 -1.020
C -3.463 -1.625 0.551 0.0 -0.1 0.2 2.162
C -3.866 -2.974 1.166 -0.3 0.0 0.0 -1.483
C -4.579 -0.811 -0.096 -0.2 0.1 -0.2 -1.868
C -2.440 -2.069 -0.531 0.8 0.9 0.5 -1.104
O -1.132 -2.279 0.050 -2.2 -0.6 -1.3 0.003
S -1.734 3.051 -0.256 -0.7 0.4 -0.7 -0.231
H -4.723 4.360 -1.819 -0.1 -0.1 -0.1 0.355
H -5.011 3.190 -0.526 -0.2 0.0 0.1 0.262
H -4.024 4.640 -0.247 -0.1 -0.2 0.0 0.396
H -3.684 1.925 -3.118 1.0 0.6 0.3 0.362
H -1.042 1.213 -3.253 -0.2 -0.3 -0.2 0.528
H 0.367 2.519 1.193 0.1 0.1 -0.2 0.756
H 4.045 3.061 -0.972 -0.1 0.1 -0.1 0.542
H 1.014 0.385 -2.489 0.0 0.3 0.0 0.587
H -3.242 -1.158 2.686 -0.1 0.3 -0.5 0.249
H -3.293 0.307 1.658 0.7 -0.7 -0.1 0.238
H -4.302 -3.614 0.382 0.0 0.1 0.4 0.399
H -2.932 -3.455 1.522 -0.6 0.0 0.0 0.299
H -4.576 -2.868 1.999 0.2 -0.1 -0.2 0.381
H -5.059 -1.330 -0.937 0.1 0.0 0.2 0.354
H -5.356 -0.538 0.637 0.2 -0.1 -0.2 0.400
H -4.136 0.126 -0.485 -0.2 -0.3 0.1 0.300
H -2.813 -3.054 -0.927 0.5 1.0 0.0 0.275
H -2.332 -1.307 -1.358 -0.1 -0.8 0.7 0.206
Cl 6.536 0.647 1.142 0.3 0.1 0.2 -0.252
C 4.914 0.083 0.987 -0.7 -0.8 -0.7 0.574
C 3.982 0.301 2.000 0.0 0.1 -0.5 -1.422
C 2.666 -0.123 1.840 0.4 -0.8 -0.3 0.376
C 2.314 -0.980 0.761 0.7 1.5 -0.3 0.493
C 1.177 -1.863 0.731 -0.2 -2.7 4.0 0.439
C 1.280 -3.219 -0.011 -0.3 -0.7 -0.8 -1.329
C 0.311 -4.261 0.692 -0.5 0.2 -1.2 -0.721
C -0.023 -3.596 1.985 0.1 1.3 1.3 -0.683
C 0.558 -2.261 2.057 3.0 -1.3 -1.0 -0.030
C 3.228 -1.025 -0.321 0.1 -0.7 0.2 -0.058
C 4.537 -0.581 -0.196 -0.1 0.7 0.9 -1.191
H 4.323 0.798 2.898 -0.2 0.2 0.0 0.422
H 1.928 0.150 2.582 0.0 -0.2 0.2 0.371
H 1.008 -3.136 -1.075 0.1 0.0 0.3 0.312
H 2.297 -3.667 0.001 -0.2 0.9 0.2 0.512
H -0.576 -4.366 -0.001 0.8 -0.2 1.0 0.118
H 0.713 -5.287 0.866 0.1 0.8 -0.1 0.445
H -0.489 -4.139 2.829 0.3 0.8 -0.5 0.548
H 0.775 -1.685 2.978 -0.7 -0.5 -0.7 0.515
H 2.919 -1.487 -1.263 0.2 -0.1 0.5 0.502
H 5.273 -0.738 -0.973 -0.1 0.1 -0.1 0.452
```
Forces are in eV/Å.



6.
The following is a DFT calculation (ωB97M-V with the def2-TZVPD basis set) of a cluster of 2 separate species, CH3NOS2 in total at a distorted geometry.

net charge	0
total energy	-966.2004	hartree
Kohn-Sham gap	8.2801	eV

XYZ file:
```
8
Properties=species:S:1:pos:R:3:forces:R:3:mulliken_charge:R:1
C 0.011 0.373 0.329 1.5 4.2 1.0 -0.225
N -0.433 -0.360 -0.568 -0.1 -1.1 -0.5 -0.436
O 0.166 -2.523 2.100 0.2 -0.4 -0.8 -0.354
S -1.970 -1.786 3.682 -0.3 -0.4 -1.0 -0.137
S -1.283 -2.536 2.062 0.1 0.8 1.7 0.471
H 0.864 1.137 0.095 -0.9 -1.5 0.6 0.173
H -0.464 0.669 1.288 -0.1 -1.1 -0.4 0.239
H 0.248 -0.247 -1.317 -0.4 -0.5 -0.5 0.269
```
Forces are in eV/Å.